Computed, not measured: a structure of composition C43H56N3P2Si2Ti, with ωB97M-V with the def2-TZVPD basis set.

Cartesian coordinates (Å):
Ti1 0.579 0.298 0.101
C1 0.667 -0.316 -4.154
Si1 -0.170 1.089 -3.259
C2 -1.785 1.486 -4.105
C3 0.910 2.598 -3.244
N1 -0.441 0.555 -1.587
P1 -1.842 0.577 -0.718
C4 -1.226 0.415 0.873
P2 -0.938 -1.055 1.729
N2 0.541 -1.451 1.164
Si2 1.607 -2.840 1.315
C5 1.771 -3.599 -0.393
C6 0.939 -4.174 2.439
C7 3.253 -2.227 1.938
C8 -0.967 -0.664 3.486
C9 -0.034 -1.223 4.355
C10 -0.052 -0.896 5.701
C11 -1.004 -0.010 6.188
C12 -1.931 0.557 5.323
C13 -1.907 0.237 3.975
C14 -2.075 -2.433 1.499
C15 -1.903 -3.274 0.400
C16 -2.749 -4.354 0.215
C17 -3.770 -4.601 1.124
C18 -3.947 -3.765 2.216
C19 -3.100 -2.682 2.407
C20 -2.978 -0.706 -1.255
C21 -2.670 -1.510 -2.347
C22 -3.560 -2.491 -2.758
C23 -4.748 -2.681 -2.067
C24 -5.048 -1.894 -0.961
C25 -4.168 -0.904 -0.557
C26 -2.696 2.151 -0.907
C27 -3.912 2.265 -1.574
C28 -4.497 3.515 -1.736
C29 -3.864 4.646 -1.244
C30 -2.646 4.536 -0.583
C31 -2.066 3.292 -0.409
H1 1.049 0.045 -5.112
H2 -0.006 -1.149 -4.367
H3 1.515 -0.699 -3.585
H4 -1.583 1.601 -5.173
H5 -2.219 2.422 -3.754
H6 -2.533 0.697 -4.000
H7 0.938 3.078 -4.225
H8 1.933 2.336 -2.969
H9 0.539 3.332 -2.524
H10 0.966 -4.310 -0.591
H11 2.714 -4.138 -0.507
H12 1.731 -2.837 -1.176
H13 -0.061 -4.500 2.145
H14 0.917 -3.914 3.497
H15 1.604 -5.037 2.338
H16 3.654 -1.434 1.302
H17 3.981 -3.041 1.955
H18 3.178 -1.830 2.953
H19 0.729 -1.891 3.982
H20 0.682 -1.328 6.368
H21 -1.020 0.250 7.238
H22 -2.664 1.260 5.697
H23 -2.606 0.709 3.293
H24 -1.104 -3.087 -0.306
H25 -2.610 -5.005 -0.638
H26 -4.425 -5.451 0.984
H27 -4.736 -3.961 2.930
H28 -3.232 -2.048 3.274
H29 -1.733 -1.374 -2.871
H30 -3.321 -3.107 -3.615
H31 -5.443 -3.447 -2.386
H32 -5.970 -2.051 -0.417
H33 -4.407 -0.288 0.303
H34 -4.399 1.388 -1.978
H35 -5.443 3.605 -2.252
H36 -4.321 5.618 -1.375
H37 -2.156 5.421 -0.199
H38 -1.123 3.198 0.117
C32 4.047 -1.488 -2.813
C33 3.840 -0.128 -2.207
C34 4.514 0.975 -2.711
C35 4.377 2.237 -2.134
C36 5.089 3.427 -2.720
C37 3.555 2.397 -1.035
C38 2.899 1.306 -0.460
C39 3.037 0.047 -1.078
N3 2.022 1.404 0.634
C40 2.297 2.263 1.816
C41 1.792 1.482 3.031
C42 1.510 3.568 1.704
C43 3.788 2.538 2.023
H39 4.336 -1.405 -3.860
H40 3.152 -2.107 -2.755
H41 4.843 -2.023 -2.290
H42 5.162 0.855 -3.571
H43 5.629 3.162 -3.626
H44 5.805 3.839 -2.007
H45 4.378 4.218 -2.965
H46 3.397 3.390 -0.637
H47 2.547 -0.835 -0.640
H48 0.731 1.251 2.913
H49 1.897 2.076 3.940
H50 2.346 0.551 3.155
H51 0.438 3.357 1.707
H52 1.761 4.101 0.784
H53 1.728 4.223 2.549
H54 4.380 1.633 1.873
H55 3.939 2.865 3.052
H56 4.179 3.323 1.381

Its total charge is +1. Its spin multiplicity is 1. As for the HOMO-LUMO gap: 7.915 eV. The value obtained for the energy above the lowest of the compared OMol25 structures with the same formula, charge and spin is 0.0 kcal per mole. The maximum force is 0.40 eV/Å. Its highest occupied orbital energy is -10.49 eV.